26
Properties=species:S:1:pos:R:3:forces:R:3 method="wB97M-V/def2-TZVPD" s2=0.757 lumo_ev="-5.55 / -8.92" charge=+1 spin_multiplicity=2 e_tot_ha=-2775.8732 max_force_ev_per_a=8.5
Cu -0.522 -2.178 0.981 -0.5 -4.3 0.8
Cl -0.182 -0.290 0.768 -1.9 3.0 7.7
C 1.239 -0.625 -2.292 1.1 -0.5 -2.1
O 0.320 -0.933 -3.019 -1.2 0.0 -0.4
N 1.187 -0.616 -0.988 2.1 -0.6 -0.2
N 2.482 -0.362 -2.723 1.6 0.9 -2.1
H 0.286 -0.496 -0.548 1.8 -0.5 -4.5
H 1.932 -0.071 -0.578 -0.1 -0.1 0.5
H 2.548 -0.040 -3.678 0.0 -0.4 -0.1
H 3.224 0.010 -2.147 -0.4 -0.2 0.2
C -3.141 0.660 -0.612 -2.5 -2.2 -1.7
O -3.023 1.853 -0.536 1.2 5.5 1.3
N -2.237 -0.144 -0.191 -3.8 -1.1 -2.0
N -4.146 0.198 -1.295 -1.9 -0.8 -0.6
H -1.458 0.176 0.366 -1.6 1.2 -0.2
H -2.190 -0.882 -0.879 1.0 -0.6 0.2
H -4.897 0.846 -1.485 -0.2 -0.4 -0.4
H -4.320 -0.788 -1.160 -0.6 0.1 -0.2
C 2.062 0.590 2.844 2.7 0.9 1.5
O 3.037 0.891 3.507 -0.1 0.0 0.5
N 2.013 -0.370 1.969 3.1 -4.3 -2.0
N 0.901 1.182 2.825 -3.8 3.5 1.4
H 1.202 -0.474 1.376 3.2 -0.4 1.4
H 2.810 -0.982 1.867 0.1 0.3 0.0
H 0.233 0.992 2.092 0.4 0.7 1.3
H 0.641 1.852 3.535 0.3 0.0 -0.2